Entry 1:
13
Properties=species:S:1:pos:R:3:forces:R:3:lowdin_charge:R:1 method="wB97M-V/def2-TZVPD" homo_ev=-9.70 orbital_gap_ev=10.24 mol_weight_g_mol=111.10
C -1.090938 -1.694836 -0.835537 -4.696 2.516 0.534 -0.14
C 0.222007 -1.230386 -0.500513 3.249 -0.425 2.278 -0.12
C 0.513674 -0.415619 0.777963 1.021 -0.017 3.554 -0.26
C -0.628273 1.527629 0.151140 -0.965 1.317 3.109 -0.18
C 1.170250 0.105541 -0.368394 -2.111 0.175 -3.266 -0.14
H 0.974122 -1.941302 -0.285355 0.157 -1.915 -0.708 0.10
H 1.297582 -0.854797 1.568410 -2.623 0.769 -1.300 0.21
H -0.569892 2.797278 0.614476 0.611 -3.795 -1.327 0.19
H -1.735332 1.470098 -0.124368 1.707 -0.344 -0.320 0.13
H 2.261521 0.207541 -0.685069 -1.851 -0.321 0.450 0.19
N -2.286604 -1.621596 -0.781649 4.707 -0.975 -0.690 0.16
O -0.409762 0.553377 1.253738 0.239 0.072 -0.477 -0.06
O 0.281644 1.097074 -0.784841 0.557 2.943 -1.836 -0.07

***

Entry 2:
16
Properties=species:S:1:pos:R:3:forces:R:3:lowdin_charge:R:1 method="wB97M-V/def2-TZVPD" homo_ev=-9.10 orbital_gap_ev=9.20 mol_weight_g_mol=112.13
C -1.343967 0.077261 0.386405 0.888 1.181 0.582 -0.24
C -0.794542 -1.270072 -0.249261 -2.236 -0.212 -1.960 -0.12
C 0.633758 -1.135458 0.337585 -0.505 2.907 -1.779 -0.26
C 1.609514 0.480651 -0.839497 -0.537 -3.180 1.013 -0.19
C 0.188136 0.321322 0.947096 1.810 -1.449 2.890 -0.23
H -1.086475 1.634321 -1.104321 -4.698 -1.652 3.410 0.25
H -1.999556 -0.394325 1.179963 0.315 2.029 -0.582 0.13
H -0.948349 -1.288897 -1.486675 0.778 -0.436 3.460 0.17
H -1.476572 -1.965058 0.315333 1.020 -0.337 -1.401 0.10
H 1.189347 -1.757659 0.995336 -0.506 -1.140 0.676 0.11
H 1.837450 1.130967 -1.677905 0.899 -0.473 -0.127 0.11
H 0.913015 2.177787 -0.033787 0.149 -2.116 1.604 0.15
H 0.636780 0.401987 2.057941 -2.712 -0.328 -1.612 0.16
N 1.536399 -0.859151 -0.831667 -0.550 4.789 0.151 0.06
N 1.178912 1.188619 0.345766 -0.766 1.923 -4.454 -0.02
O -2.073849 1.257706 -0.342313 6.651 -1.505 -1.871 -0.18

***

Entry 3:
8
Properties=species:S:1:pos:R:3:forces:R:3:lowdin_charge:R:1 method="wB97M-V/def2-TZVPD" homo_ev="-9.47 / -8.41" orbital_gap_ev="8.95 / 7.94" mol_weight_g_mol=60.04
C -0.533599 -0.291834 -1.500121 -0.308 -1.369 1.945 -0.41
C 0.598075 0.575227 0.955473 -2.739 -0.499 1.302 -0.41
P 0.108008 1.001105 -0.799050 0.358 0.330 0.004 0.72
H -0.847223 -0.848565 -2.338521 -0.356 0.008 -0.786 -0.09
H -1.309972 -1.893570 -0.158885 0.670 1.078 -0.834 0.11
H 0.153594 1.456163 1.654839 1.415 -2.213 -1.485 0.07
H 0.153743 -0.483248 1.245153 0.754 2.282 -0.480 0.03
H 1.677375 0.484722 0.941113 0.206 0.382 0.333 -0.01

***

Entry 4:
58
Properties=species:S:1:pos:R:3:forces:R:3:lowdin_charge:R:1 method="wB97M-V/def2-TZVPD" homo_ev=-6.33 total_charge=-1 orbital_gap_ev=9.11 mol_weight_g_mol=332.36
C -0.800794 -1.679094 0.933794 -0.401 -1.246 -1.135 -0.22
N -0.970952 -0.971163 2.200776 0.022 0.243 0.288 -0.03
C -0.693231 -1.817488 3.364337 0.907 -0.463 -0.615 -0.29
O 0.463087 -2.635074 3.265062 0.127 0.157 -0.299 -0.12
C -1.817118 -1.422166 -0.178121 -1.510 0.172 0.678 -0.20
C -1.560028 -0.169456 -0.981741 -0.298 0.201 0.511 -0.22
C -0.148000 0.014066 -1.512810 0.677 2.029 -0.688 -0.24
C -0.326253 0.928802 -2.762119 -0.648 -0.422 -0.203 -0.10
H 0.146491 -1.538452 0.441475 0.667 0.195 0.400 0.08
H -0.832527 -2.753728 1.128426 0.056 0.054 0.307 0.13
H -0.403745 -0.131291 2.266973 -0.048 -0.251 -0.176 0.08
H -1.536179 -2.496704 3.491189 -0.111 -0.063 0.136 0.11
H -0.541534 -1.220799 4.254970 -0.543 0.622 0.155 0.11
H -1.944517 -2.243966 -0.899721 0.771 -0.062 0.457 0.10
H -2.836153 -1.368514 0.261449 0.367 0.151 -0.078 0.10
H -2.287661 -0.188747 -1.794332 0.144 0.076 -0.339 0.11
H -1.818404 0.753794 -0.421295 0.118 -0.509 -0.072 0.09
H 0.477252 -0.823329 -1.755740 -0.583 -0.699 -0.094 0.05
H 0.519951 0.513031 -0.785767 -0.729 0.046 0.001 0.07
H 0.489666 1.523874 -3.154072 0.578 -0.160 0.337 0.06
H -0.675589 0.311985 -3.611826 0.098 0.208 0.352 0.08
H -1.144651 1.628255 -2.550610 0.082 0.022 -0.081 0.05
H -3.976926 -0.516747 2.451223 -0.020 0.010 -0.026 0.05
H -2.745911 0.102031 1.818309 -0.004 -0.145 0.370 0.01
O -3.688031 0.285156 2.007429 0.049 0.080 -0.103 -0.08
H -2.896497 3.520515 -0.870828 0.527 -0.127 0.014 0.01
H -1.414338 3.393338 -1.336450 -0.095 -0.357 -0.173 -0.01
O -2.184121 3.963198 -1.378227 -0.204 0.552 -0.033 -0.08
H 2.580369 0.966513 1.085054 -0.423 0.185 0.136 0.04
H 1.569810 -0.058251 1.598382 0.639 0.429 -0.768 0.03
O 1.634986 0.935440 1.306118 0.163 -0.596 0.528 -0.15
H -0.657192 2.723901 0.491798 -0.415 -0.196 -0.166 -0.01
H -0.011564 1.642842 1.306297 -0.079 0.311 0.173 0.00
O -0.783984 2.248588 1.318890 0.324 -0.252 0.179 -0.07
H -3.836991 1.720526 0.730216 -0.016 0.172 -0.004 0.02
H -2.981885 2.814501 1.315156 0.165 -0.055 -0.071 0.04
O -3.537610 2.628245 0.549813 -0.475 -0.076 0.120 -0.07
H -0.318677 4.718519 -0.239998 -0.096 -0.149 0.510 0.04
H 0.564426 3.818757 0.766212 -0.384 0.486 0.239 0.03
O 0.521567 4.268273 -0.084287 0.759 0.066 -0.772 -0.06
H 2.685338 2.943246 -1.249059 0.006 -0.058 -0.053 0.05
H 1.951603 1.793296 -0.602843 -0.066 -0.120 -0.020 -0.01
O 2.736078 1.986582 -1.134046 -0.016 0.435 0.047 -0.05
H 3.336157 -0.412219 -0.913583 -0.173 0.203 -0.103 0.02
H 3.048305 0.037920 -2.370332 -0.189 0.185 0.345 0.02
O 3.504925 -0.620654 -1.837652 0.553 -0.659 -0.046 -0.06
H 1.173077 -2.196137 2.683473 -0.732 -0.226 0.091 0.03
H 2.928321 -1.596307 2.052557 0.077 0.010 -0.090 0.01
O 2.133340 -1.556943 1.508644 0.156 0.122 0.617 -0.34
H 2.351025 -1.673659 -3.440054 0.163 0.239 -0.066 0.03
H 0.900495 -1.820552 -3.258068 -0.254 -0.010 -0.052 0.00
O 1.532258 -1.238703 -3.708529 0.201 -0.534 -0.351 -0.08
H 2.311827 -2.646180 0.423229 0.226 -0.158 -0.272 -0.01
H 3.076887 -2.766413 -0.938784 -0.045 0.039 0.006 0.01
O 2.517344 -3.288690 -0.350893 -0.262 0.102 0.075 -0.12
H -0.270800 -3.912530 -2.051266 0.311 -0.208 0.292 0.05
H 1.009588 -3.304441 -1.261428 0.093 -0.383 0.061 0.01
O 0.272283 -3.139065 -1.893781 -0.205 0.381 -0.478 -0.07